(1)
58
Properties=species:S:1:pos:R:3:forces:R:3 method="wB97M-V/def2-TZVPD" spin_multiplicity=5 total_charge=+2 lumo_energy_ev="-5.7 / -9.6" e_homo_ev="-12.89 / -15.02"
C 0.51937 -3.85991 -1.74992 0.49 0.30 -0.62
C -0.12944 -3.15374 -0.60408 -1.51 -1.73 1.71
H 0.37864 -4.92470 -1.74147 -0.32 -0.53 0.39
H 1.59062 -3.65116 -1.73975 -0.06 0.19 -0.08
H 0.11950 -3.46543 -2.68638 0.12 0.17 0.07
O -0.79399 -3.65261 0.26855 1.43 1.30 -1.80
Cl 1.53064 -0.62387 -2.60805 -0.32 -1.21 0.22
Rh 0.25516 -0.86751 -0.65846 0.04 1.14 0.22
P 1.95312 -0.42492 1.01142 0.96 0.15 0.87
C 1.57842 -0.12925 2.78916 -0.44 0.02 -0.11
C 2.74497 -2.06193 1.01964 -0.17 -0.06 -0.28
H 3.46430 -2.13814 1.84545 -0.14 0.00 -0.23
H 4.13099 0.56046 1.46341 -0.33 -0.07 -0.19
H 3.24940 -2.16885 0.05065 0.00 -0.14 0.25
H 3.67369 0.64196 -0.27506 0.04 0.11 0.16
H 0.73989 -0.74841 3.12702 0.23 0.11 0.00
H 1.97375 -2.84063 1.11423 0.34 0.15 0.08
C 3.31281 0.75451 0.75244 -0.05 0.08 -0.35
H 2.45771 -0.36577 3.40614 -0.17 0.06 -0.33
H 2.94551 1.77900 0.89198 0.13 -0.25 -0.06
H 1.32142 0.92765 2.95047 0.06 -0.27 -0.07
P -1.74132 0.22023 -1.47892 -0.65 0.10 -0.40
C -3.10187 0.86378 -0.42816 0.08 0.03 0.27
C -1.61485 1.46364 -2.78625 0.11 0.06 -0.19
H -1.85498 -1.52959 -3.09279 -0.24 -0.04 0.06
H -3.51006 -0.97181 -2.63050 0.22 -0.12 -0.01
H -2.57289 -2.05163 -1.53943 -0.10 0.18 -0.20
C -2.50828 -1.23011 -2.26456 0.14 0.00 0.00
H -0.84492 1.12390 -3.48798 -0.14 0.18 0.03
H -2.58073 1.57655 -3.30161 0.26 -0.13 0.15
H -4.00493 1.01189 -1.03767 0.31 -0.08 0.04
H -2.83554 1.83261 0.02117 -0.12 -0.44 -0.23
H -1.31118 2.42900 -2.36760 0.00 -0.28 -0.17
H -3.34075 0.16257 0.37979 0.02 0.14 -0.17
C -0.75733 -0.81233 0.84953 -2.83 -1.44 3.82
O -1.43516 -0.87495 1.80982 2.35 0.64 -3.29
C -2.59326 3.95680 2.20433 -1.06 -0.64 0.39
N -1.93360 3.50067 1.00507 1.65 2.02 0.91
C -2.03792 4.45075 -0.07529 -1.15 -0.22 -1.09
C -0.67742 2.79276 1.25900 0.87 -1.17 0.03
C 0.38041 2.90744 0.17473 -0.39 0.09 0.49
C 0.98996 4.17603 0.08361 0.24 0.30 -0.32
C 1.85860 4.52591 -0.95466 -0.58 -0.82 0.55
C 2.11851 3.53786 -1.89270 0.05 0.19 0.10
C 1.55479 2.27464 -1.76922 0.35 -0.51 -0.54
C 0.74142 1.89597 -0.72649 -0.18 2.31 0.20
H -3.60849 4.26583 1.96511 -0.02 0.02 0.03
H -2.07381 4.81469 2.64581 0.21 0.00 -0.24
H -2.62197 3.15955 2.94345 0.06 -0.05 0.06
H -1.38727 5.32483 0.05462 0.08 -0.28 0.22
H -1.82106 3.99659 -1.04766 0.23 0.05 0.31
H -3.07393 4.80419 -0.09070 0.20 0.02 -0.02
H -0.26646 3.16358 2.22900 -0.47 0.02 -0.52
H -0.93846 1.74042 1.46939 -0.03 0.27 -0.06
H 0.75554 4.93447 0.83285 0.00 -0.19 -0.05
H 2.27970 5.51414 -1.02400 0.12 0.11 0.04
H 2.77977 3.70493 -2.73299 -0.06 0.16 -0.02
H 1.78636 1.57182 -2.54567 0.12 -0.02 -0.04

=====

(2)
61
Properties=species:S:1:pos:R:3:forces:R:3 method="wB97M-V/def2-TZVPD" lumo_energy_ev=0.2 e_homo_ev=-8.24 relative_energy_kj_mol=0.00
Sc 0.67011 0.49355 -0.16137 -0.24 0.54 0.47
C 2.81637 1.29238 2.17973 0.00 0.06 -0.03
O 2.36614 1.64956 0.87232 -0.14 -0.10 -0.10
C 2.24701 3.05883 0.65569 0.18 -0.12 0.10
C 0.92852 3.55387 1.19113 -0.16 0.17 -0.19
O -0.07788 2.67636 0.70169 -0.05 -0.24 0.27
C -1.37633 3.24924 0.56046 0.19 0.23 -0.30
C -2.43119 2.24484 0.91481 -0.01 -0.08 0.00
O -2.46918 1.32111 -0.15285 -0.02 0.00 0.17
C -3.44136 0.31293 0.03390 -0.06 -0.03 -0.01
H 3.78219 1.76419 2.36548 0.02 0.00 0.03
H 2.92285 0.21467 2.20005 0.00 -0.04 -0.02
H 2.09312 1.59475 2.93964 0.01 0.01 0.02
H 2.29377 3.19667 -0.42073 -0.03 0.00 -0.04
H 3.08100 3.57498 1.13627 0.02 0.02 -0.01
H 0.76735 4.56677 0.81115 -0.02 0.02 0.03
H 0.88623 3.58192 2.28417 0.04 -0.03 0.03
H -1.50605 3.51841 -0.49262 -0.01 0.12 0.01
H -1.45218 4.15823 1.15929 -0.04 -0.09 0.17
H -3.39858 2.74897 1.03407 -0.02 0.00 -0.05
H -2.18354 1.73387 1.85316 0.00 0.01 0.02
H -4.44731 0.74561 0.06438 0.00 0.02 0.01
H -3.26544 -0.24176 0.95989 0.02 -0.02 0.02
H -3.36983 -0.37094 -0.80922 0.02 0.03 0.08
O 1.53526 2.25623 -3.79065 0.00 0.01 -0.10
C 0.92986 1.55742 -3.01302 0.04 0.09 0.55
O 0.84187 1.77072 -1.71717 0.02 0.26 -0.67
C 0.13215 0.34138 -3.47081 -0.07 -0.25 -0.10
C -1.22805 0.30668 -2.75804 0.13 0.04 0.19
C -2.18969 -0.65272 -3.44280 0.02 -0.06 -0.09
C -1.60390 -2.02965 -3.04430 -0.03 -0.01 -0.08
C -0.40867 -1.62829 -2.19319 -0.06 0.26 0.14
O -0.90201 -0.41413 -1.52493 0.17 -0.38 -0.27
C 0.72638 -1.06432 -3.05091 -0.09 0.04 -0.24
C 2.04005 -1.00692 -2.27589 -0.02 0.16 0.66
O 3.10310 -1.17402 -2.81172 0.06 -0.04 -0.07
O 1.87799 -0.78069 -0.97100 0.34 -0.46 -0.69
H 0.02300 0.40653 -4.55087 0.01 -0.03 -0.02
H -1.63455 1.27667 -2.49283 0.02 0.00 0.00
H -2.21082 -0.48671 -4.51902 -0.02 -0.02 0.00
H -3.20072 -0.52586 -3.05847 -0.01 0.01 -0.04
H -1.29536 -2.63288 -3.89730 -0.03 0.01 0.00
H -2.31633 -2.60807 -2.45824 0.00 -0.02 0.01
H -0.10277 -2.34186 -1.43754 0.00 -0.02 0.00
H 0.90847 -1.67672 -3.93150 0.00 0.03 -0.04
C 2.42004 -2.23110 2.94774 0.19 -0.01 0.03
Ge 0.58324 -2.25022 2.28214 0.03 0.12 -0.15
C 0.54357 -3.56064 0.83236 -0.03 -0.12 -0.09
C -0.53629 -2.96442 3.71189 -0.14 -0.11 0.19
C -0.04581 -0.50543 1.71547 -0.12 -0.01 0.16
H 2.65960 -3.21104 3.36577 0.01 0.03 0.01
H 2.55951 -1.48605 3.73368 0.01 -0.03 0.01
H 3.12795 -2.03459 2.13934 -0.01 0.01 0.03
H 0.90820 -4.52082 1.20303 -0.02 0.00 -0.04
H 1.18594 -3.24382 0.00947 0.02 -0.02 0.03
H -0.47425 -3.70888 0.46222 0.03 0.00 -0.01
H -0.18204 -3.94236 4.04639 -0.02 0.03 0.00
H -1.56402 -3.07399 3.35883 0.01 0.00 0.04
H -0.54176 -2.28606 4.56730 -0.02 -0.03 0.00
H 0.01817 0.14831 2.59908 0.00 0.03 -0.02
H -1.12314 -0.66072 1.55497 -0.10 0.05 -0.02

=====

(3)
59
Properties=species:S:1:pos:R:3:forces:R:3 method="wB97M-V/def2-TZVPD" total_charge=+1 lumo_energy_ev=-3.4 e_homo_ev=-10.46
C -4.29229 0.16542 -1.94536 1.37 0.71 -2.15
C -3.37448 0.35540 -3.00901 -1.40 -0.83 2.34
C -1.91379 -0.31816 -2.90018 -1.34 -0.41 0.16
C -1.03899 0.62184 -1.93649 -0.31 -0.77 -2.57
N -0.41526 1.57876 -2.92732 0.25 1.07 2.75
C 0.47676 2.38885 -2.09592 -0.16 0.91 -1.93
O 0.76125 3.56686 -2.36573 -0.39 -3.46 1.33
C 0.90979 1.48770 -0.80218 -0.89 1.30 -1.49
C 2.50473 1.61032 -0.80422 0.58 -0.38 1.21
N 3.13540 1.78766 -2.12675 -0.19 -0.46 0.78
C 0.03571 2.19199 0.34847 0.34 0.43 1.00
C 0.84757 2.71093 1.61547 -0.99 0.82 1.52
C 1.31125 1.54562 2.65016 -0.36 -0.97 -2.14
C -0.20909 3.67181 2.45709 1.56 0.26 -0.52
C 0.23515 0.05108 -1.15484 -0.18 -0.70 1.09
C 0.07325 -0.92459 0.10256 -0.04 0.06 0.82
C -1.32598 -1.66381 0.26886 0.32 -0.53 -0.24
O -1.75015 -1.53353 1.67813 1.25 -1.93 0.00
C -0.95578 -2.33859 2.52511 1.99 1.93 2.13
O -0.24655 -1.71911 3.36582 -2.47 -1.77 -2.58
C -0.90086 -3.93220 2.48401 -0.18 0.90 0.28
C -0.20944 -4.39998 3.86913 -0.46 0.46 -0.87
P 1.10197 -1.05772 -2.43729 0.80 0.14 -2.61
C 2.83492 -1.56534 -1.88954 -0.04 -1.44 0.51
O 0.25305 -2.57274 -2.53370 0.83 1.25 0.60
H -5.36635 0.54549 -2.03245 1.79 -0.42 0.22
H -4.00717 -0.33602 -0.95949 -0.44 0.50 -1.67
H -3.68310 1.01128 -3.89312 0.60 -1.28 1.26
H -2.06380 -1.38293 -2.49320 0.25 1.70 -0.46
H -1.44216 -0.47179 -3.93747 -0.61 0.49 1.60
H -1.84509 1.18498 -1.35263 1.61 -0.73 -0.23
H -0.03520 1.15582 -3.77962 -0.08 0.29 0.56
H 2.90978 0.65229 -0.30617 -0.52 1.34 -0.76
H 2.90858 2.46183 -0.14542 -0.95 -1.17 -0.99
H 2.78789 1.14256 -2.84145 0.13 0.56 0.24
H 3.16632 2.76039 -2.43764 -0.35 -0.65 0.07
H -0.81759 1.53856 0.75188 1.31 0.62 -0.68
H -0.49054 3.11609 -0.09245 0.91 -1.32 0.66
H 1.71856 3.41675 1.36270 -1.23 -1.35 0.20
H 0.31153 1.11120 3.10706 2.34 -0.47 -2.97
H 1.80109 0.67443 2.11037 -0.23 1.30 0.83
H 1.92361 1.94276 3.56512 0.55 -1.12 -3.46
H -0.26124 4.66647 1.89109 -0.33 -1.50 0.94
H -1.24657 3.18118 2.58288 1.61 0.84 -0.12
H 0.31612 3.91281 3.47297 -1.32 0.42 -2.11
H 0.28003 -0.38790 1.10031 -0.47 -0.68 -1.57
H 0.87462 -1.75073 0.05661 -1.11 1.28 0.07
H -2.18652 -1.25837 -0.34059 1.23 -0.35 0.78
H -1.16328 -2.76589 -0.00292 -0.55 1.54 0.35
H -1.97622 -4.31375 2.38512 1.62 0.43 -0.10
H -0.25943 -4.20138 1.56867 -1.12 0.13 1.33
H -0.32283 -5.52597 4.01753 0.30 1.62 -0.27
H -0.73132 -3.83262 4.70723 0.81 -0.93 -1.01
H 0.87422 -4.06057 3.80894 -1.40 -0.71 0.36
H 3.59227 -0.72376 -1.83668 -1.15 -0.88 0.11
H 2.77578 -2.19603 -0.93291 0.44 1.02 -1.09
H 3.22095 -2.28773 -2.69874 -0.78 1.12 1.07
H 0.19102 -2.81846 -3.48404 0.08 0.49 0.92
K 0.39788 2.13053 4.64226 -2.84 1.31 6.51

=====

Calculated values (eV) of electronic energy for the records, taken in order: -58876.063 -112800.652 -55973.144.